Entry 1:
Molecular formula: C38H28Cl2IN6O3S2W
Method: DFT, ωB97M-V/def2-TZVPD

Structure (XYZ):
```
81
Properties=species:S:1:pos:R:3:forces:R:3:mulliken_charge:R:1
W -0.1805 0.7146 -0.0760 -0.10 -0.04 -0.52 2.5868
I 1.1322 5.0676 -2.6443 0.03 -0.01 0.00 0.0576
Cl 2.5577 -0.3522 -3.1610 0.00 0.01 0.01 -0.1830
Cl 6.3226 2.9755 -1.6740 0.02 -0.04 -0.06 -0.2051
S -3.0150 4.4840 0.1438 -0.07 0.01 -0.13 -0.1846
S -0.1236 2.4368 3.0275 0.10 -0.08 -0.08 0.9481
O -1.0595 3.4063 2.5343 0.01 0.00 0.00 -0.6159
O 0.5548 2.3750 -0.9081 0.13 0.15 0.16 0.2759
O -0.1506 2.0451 4.4063 0.02 0.08 0.04 -0.7695
N -2.2739 -0.2411 0.2113 -0.06 0.08 0.01 1.0353
N 0.0871 -0.8940 1.3718 0.15 -0.12 0.12 0.0481
N -0.2908 1.1017 2.1059 -0.14 0.10 -0.25 -0.1512
N -1.7710 2.2937 -0.1104 -0.13 0.06 0.05 0.5225
N -4.3540 -0.0262 0.9775 0.01 0.02 -0.02 0.0275
N 2.0822 0.5759 0.0534 0.01 -0.09 0.03 1.3996
C 2.5991 2.3060 3.0996 0.01 -0.01 -0.04 -0.7753
C 2.8597 -0.3341 0.6191 -0.15 0.09 -0.09 0.0209
C -1.4101 1.6307 -3.9655 -0.01 0.03 -0.01 -0.9533
C 0.0217 -0.1562 2.5008 0.02 0.01 -0.06 0.6236
C 1.6582 4.0765 1.7569 0.02 0.03 0.08 -0.3900
C -4.4817 -3.7164 0.8677 0.02 0.02 -0.01 -0.5707
C -0.0495 -0.8886 -1.5048 0.13 -0.30 0.17 -1.0761
C 4.0569 3.7893 1.8615 -0.01 0.04 -0.01 0.4394
C 5.4405 4.2408 1.4871 -0.03 0.04 0.04 -1.6885
C -3.8329 3.0631 0.5939 0.04 -0.01 0.11 -0.5391
C 4.2601 -0.2938 0.5679 0.08 0.02 -0.02 -1.5031
C -2.8344 -1.5236 0.3581 -0.08 0.01 0.08 0.4187
C -3.1959 -3.8825 0.3361 -0.02 0.01 0.00 -1.2989
C 1.4973 2.9957 2.6108 -0.04 0.07 -0.04 0.1924
C -4.1373 -1.3862 0.8594 0.08 0.03 -0.04 0.8465
C -2.3686 -2.8100 0.0737 -0.01 -0.02 0.06 -0.5264
C 4.1114 1.7070 -0.7156 -0.06 -0.06 0.00 0.5561
C 4.6136 2.8035 -1.4589 0.01 0.01 -0.06 0.6524
C -1.6603 3.5848 -0.3062 0.07 0.00 0.10 -0.0849
C 0.4206 -2.1956 1.4282 -0.09 -0.01 -0.02 -0.2231
C 3.7703 3.7244 -2.0106 0.02 0.00 0.00 -0.3108
C -3.0123 2.0001 0.4083 0.01 0.05 -0.05 -0.5293
C 1.8457 2.5573 -1.1477 -0.07 0.11 0.05 -0.1056
C 2.7164 1.6009 -0.5920 0.06 -0.01 -0.01 -1.1869
C -0.2713 2.0174 -4.6531 -0.03 0.00 0.02 -0.6228
C 0.9469 1.4070 -4.3827 0.03 -0.02 0.04 -0.6418
C -4.9767 -2.4581 1.1313 -0.01 -0.01 0.00 -1.3051
C 2.9369 4.4731 1.3965 0.02 -0.02 0.02 -0.3745
C 3.8680 2.6986 2.7107 -0.01 0.01 0.08 -0.5065
C -3.2308 0.5926 0.5701 0.07 -0.18 0.01 -0.1076
C 0.2644 -0.7272 3.7608 -0.02 -0.04 0.11 -1.0888
C 0.5761 -2.0638 3.7985 -0.01 0.06 0.05 -0.5657
C 1.0260 0.4402 -3.3988 0.01 -0.01 -0.07 1.0557
C -1.3189 0.6604 -2.9821 0.01 0.03 0.08 0.0524
C 0.6643 -2.8199 2.6213 0.01 -0.05 -0.06 -1.3122
C -0.0969 0.0576 -2.6496 0.02 0.05 0.20 -1.3575
C 4.8962 0.7110 -0.1019 -0.06 0.00 0.00 -1.3549
C 2.3754 3.6122 -1.8477 -0.03 -0.05 0.01 -0.0359
H 4.7309 2.1642 3.0901 0.01 0.00 0.00 0.4257
H -5.0960 -4.5850 1.0575 -0.01 -0.01 0.01 0.4139
H -0.8926 -1.5715 -1.5468 0.02 0.06 -0.03 0.6720
H -4.8398 3.0802 0.9742 -0.01 0.00 0.02 0.4635
H -1.4033 -2.9872 -0.3629 0.07 -0.01 0.02 0.2446
H 3.0667 5.3271 0.7420 0.00 0.00 -0.01 0.4617
H 1.8348 1.6710 -4.9407 0.00 0.00 -0.01 0.4686
H -5.1995 0.4235 1.2832 0.00 0.00 0.00 0.2397
H 0.8876 -1.4479 -1.4785 -0.06 -0.01 -0.01 0.6721
H 6.1613 3.4280 1.5720 0.00 -0.01 -0.02 0.3552
H 0.7883 4.6112 1.4017 -0.03 0.01 -0.02 0.5678
H 5.9743 0.7544 -0.1680 0.01 0.00 0.00 0.5969
H 4.1782 4.5542 -2.5710 0.01 0.00 -0.01 0.5663
H 2.4605 1.4780 3.7837 0.01 -0.01 0.01 0.5435
H 0.7666 -2.5360 4.7534 0.00 0.00 0.00 0.4548
H 0.9247 -3.8674 2.6476 0.00 -0.01 -0.03 0.5192
H -2.2068 0.3384 -2.4492 0.01 -0.01 -0.03 0.4627
H 5.7700 5.0435 2.1498 0.00 0.00 0.02 0.4457
H -0.7707 4.0453 -0.6991 0.01 -0.01 0.01 -0.2535
H 5.4703 4.6243 0.4676 0.00 0.02 0.06 0.3420
H 2.3847 -1.1482 1.1390 0.01 0.00 0.00 0.1217
H -5.9736 -2.3084 1.5223 -0.02 -0.01 0.01 0.4677
H -0.3271 2.7763 -5.4217 0.00 0.00 -0.01 0.4730
H 0.1964 -0.1220 4.6515 0.00 -0.04 -0.05 0.7025
H 0.5256 -2.7041 0.4809 -0.04 -0.03 -0.01 0.5030
H -2.8433 -4.8804 0.1143 0.00 -0.01 0.00 0.4401
H -2.3670 2.0768 -4.2008 -0.01 0.00 0.00 0.4747
H 4.8153 -1.0798 1.0600 0.00 0.00 0.00 0.5403
```
Positions in Å, forces in eV/Å.

The calculation puts the frontier orbital gap at 6.26 eV. Its energy above the lowest of the compared OMol25 structures with the same formula, charge and spin is 0.342 eV. As for the total charge: +1. Its calculated total energy is -4100.63049 a.u.

***

Entry 2:
Molecular formula: C31H17AlAsCl4N2O10
Method: DFT, ωB97M-V/def2-TZVPD

Structure (XYZ):
```
66
Properties=species:S:1:pos:R:3:forces:R:3:mulliken_charge:R:1
As -1.1148 2.0073 -0.2308 -0.03 -0.02 -0.02 2.4515
Cl 1.7241 3.7852 -5.9950 0.00 0.00 0.00 -0.2434
Cl 1.1036 -1.5004 -4.9166 0.00 0.00 0.00 -0.2218
Cl 1.1336 0.8866 -6.9765 0.00 0.00 0.00 -0.2230
Cl 2.4736 4.3139 -1.4330 -0.05 0.01 -0.01 0.4887
Al 0.7158 -0.5022 -0.6605 0.05 0.09 -0.04 -0.0956
O 1.5356 -0.0705 0.8470 -0.03 0.00 -0.02 -0.2145
O -2.4536 -3.1572 -0.6750 0.00 -0.01 0.00 -0.5400
O 1.5753 -0.6328 -2.1590 0.00 -0.01 0.00 -0.5680
O 0.0579 -2.0787 -0.1613 0.00 -0.05 0.02 -0.6975
O 1.9792 -0.2265 3.0163 0.00 0.00 0.01 -0.6831
O -1.2277 -2.3355 5.9312 0.00 0.01 0.01 -0.6311
O 2.0261 1.7900 -1.2360 -0.01 -0.03 0.01 -0.4580
O -2.5755 -3.8405 5.1899 -0.01 0.00 0.00 -0.6624
O -0.7081 0.5176 -0.9294 0.01 -0.01 0.04 0.1612
O -2.2823 -5.0342 0.3727 0.00 -0.01 0.00 -0.6201
N -2.0808 -3.8382 0.2537 0.00 0.00 0.00 0.9949
N -1.7041 -3.0037 5.0317 0.01 -0.01 -0.01 1.0652
C 1.9676 2.7685 -3.5036 -0.03 -0.03 -0.04 0.4664
C -0.1285 4.6670 -0.8527 -0.01 0.00 0.01 -0.6030
C 3.5722 5.6334 -0.8939 -0.01 0.00 0.01 -1.0089
C -4.2255 2.5272 -2.9069 -0.01 0.01 0.01 -0.6913
C -3.0351 2.1449 -2.3091 0.00 0.00 0.00 -0.5629
C 1.3501 -0.5740 2.0427 0.01 -0.01 -0.01 0.0522
C -1.3767 -3.1686 1.3538 0.00 -0.01 -0.01 0.1533
C -0.4295 2.1179 2.5484 0.00 -0.01 -0.01 -0.2550
C -1.8066 -3.4521 2.6262 0.00 0.01 0.01 -0.7388
C -2.5708 0.5377 3.3798 0.00 0.01 0.00 -0.7062
C 1.5110 2.8978 -0.6301 0.06 0.03 0.01 -0.8765
C -1.3678 1.6592 1.6338 0.01 0.01 0.01 0.0536
C 1.8661 1.6708 -2.6346 0.00 0.03 0.01 1.1094
C 2.3556 4.1161 -3.1675 0.03 0.03 0.01 -1.4074
C -1.2117 -2.7779 3.6781 -0.01 -0.01 0.00 -0.4545
C -4.9129 3.6140 -0.8685 0.00 0.00 0.01 -0.7247
C 1.4381 1.1852 -5.3008 0.00 -0.01 0.00 0.0577
C -2.4377 0.8634 2.0404 0.00 0.00 -0.01 -0.6641
C -1.6316 0.9916 4.3003 -0.02 0.00 0.00 -0.5305
C -2.7932 2.4994 -0.9862 0.00 -0.01 -0.02 -0.1764
C -3.7253 3.2306 -0.2609 0.00 0.00 0.01 -0.2835
C 1.4240 0.1174 -4.4056 0.00 0.00 0.00 0.5143
C -5.1597 3.2618 -2.1876 0.00 0.00 -0.01 -0.4312
C -0.1880 -1.8729 3.4631 0.03 -0.01 -0.01 -0.5456
C 1.6940 2.4725 -4.8611 0.01 0.01 0.02 0.0751
C -0.5639 1.7741 3.8875 0.00 0.00 0.00 -0.5622
C 0.2518 -1.6036 2.1820 0.00 0.00 0.02 0.7752
C 0.9106 5.4183 -1.2320 0.04 -0.03 0.00 -1.0737
C 1.6294 0.3607 -3.0490 -0.01 -0.01 0.00 -0.1121
C -0.3358 -2.2565 1.0685 -0.02 0.04 -0.02 0.8458
C 0.1571 3.2716 -0.6548 -0.01 0.03 0.00 0.6885
H 3.5636 3.4082 -1.4665 0.00 0.00 0.00 0.3090
H -3.1507 0.4897 1.3139 0.00 0.00 0.00 0.5389
H -5.6447 4.1836 -0.3107 0.00 0.00 0.00 0.4037
H -3.5315 3.4929 0.7727 0.00 0.00 0.00 0.4308
H 0.9373 6.4672 -1.4813 0.00 0.00 0.00 0.4869
H 0.4165 2.7052 2.2093 0.00 0.00 0.00 0.3491
H -4.4233 2.2520 -3.9343 0.00 0.00 0.00 0.4087
H 3.5111 5.3783 0.1877 0.00 -0.01 0.00 0.2962
H -1.1371 5.0490 -0.7250 0.00 0.00 0.00 0.4411
H 0.2838 -1.3602 4.2883 0.00 0.00 0.00 0.6446
H -3.3932 -0.0867 3.7055 0.00 0.00 0.00 0.4472
H -6.0877 3.5594 -2.6590 0.00 0.00 0.00 0.3753
H -1.7230 0.7105 5.3420 0.00 0.00 0.00 0.3609
H 1.7621 4.9367 -3.5491 0.00 -0.01 0.00 0.3449
H 0.1836 2.0966 4.5996 0.00 0.00 0.00 0.4130
H -2.5969 -4.1680 2.7957 0.00 0.00 0.00 0.5854
H -2.2998 1.5686 -2.8581 0.00 0.00 0.00 0.4784
```
Positions in Å, forces in eV/Å.

The calculation puts the frontier orbital gap (alpha / beta) at 6.22 / 5.55 eV. Its energy above the lowest of the compared OMol25 structures with the same formula, charge and spin is 16.826 eV. As for the total charge: -1. Its calculated total energy is -6372.01624 a.u.

***

Entry 3:
Molecular formula: CHO2Rb
Method: DFT, ωB97M-V/def2-TZVPD

Structure (XYZ):
```
5
Properties=species:S:1:pos:R:3:forces:R:3:mulliken_charge:R:1
Rb 1.3725 -2.3014 0.0207 -0.52 0.88 -0.01 0.9479
O -0.9847 -0.4378 0.0368 -0.29 -0.79 1.75 -0.7290
O 0.9179 0.6541 -0.0091 0.46 0.71 1.61 -0.7146
C -0.3237 0.6304 0.1832 -0.32 -1.52 -4.99 0.2017
H -0.9820 1.4546 -0.2316 0.68 0.72 1.63 0.2939
```
Positions in Å, forces in eV/Å.

The calculation puts the frontier orbital gap at 7.25 eV. Its energy above the lowest of the compared OMol25 structures with the same formula, charge and spin is 0.000 eV. Its calculated total energy is -213.26543 a.u.

***

Entry 4:
Molecular formula: C5H14NO2
Method: DFT, ωB97M-V/def2-TZVPD

Structure (XYZ):
```
22
Properties=species:S:1:pos:R:3:forces:R:3:mulliken_charge:R:1
O -2.2958 -2.1799 1.3365 1.49 0.10 -0.36 -0.5865
O -0.5971 1.5664 1.5148 -0.06 -0.31 -0.66 -0.6349
N -1.2995 -0.7894 -1.2932 -0.69 0.59 -0.60 -0.2154
C 1.8235 0.1125 0.1962 1.16 -0.51 -1.04 0.0285
C 2.9222 1.0351 -0.3052 0.53 1.27 -0.88 -1.4701
C -0.1412 -1.0049 -0.6053 -2.47 -0.05 0.88 -0.1458
C -2.0279 0.2528 -0.5156 0.43 -2.21 -2.67 -1.1093
C 1.0545 -0.4667 -0.9813 1.92 0.77 2.07 -0.3193
H -1.1900 -0.5547 -2.2825 -0.70 -0.60 -0.24 0.3744
H -1.1814 1.1156 0.8445 0.50 0.80 1.48 0.4510
H 1.5090 -0.3741 -1.9714 -0.66 0.18 -0.04 0.5281
H -1.1255 2.0011 2.1912 -0.22 -0.15 -0.12 0.3031
H -2.7313 -1.5745 0.7283 -0.84 -0.67 0.80 0.2765
H -0.2968 -1.6030 0.3118 0.28 1.08 0.09 0.4909
H 2.2984 -0.7221 0.7524 -0.20 -0.17 -0.23 0.3196
H -2.8211 -2.6588 1.9805 -0.67 0.41 -0.36 0.3133
H 3.3354 1.7530 0.4163 -0.31 -0.57 0.20 0.3473
H -3.1239 0.1411 -0.4595 0.60 -0.11 0.01 0.4364
H 3.7639 0.5103 -0.7522 0.06 -0.33 0.22 0.3780
H -1.6622 1.1757 -0.9325 0.61 0.74 1.31 0.4991
H 1.1960 0.5699 0.9567 -0.48 0.03 -0.23 0.3495
H 2.5909 1.6947 -1.1305 -0.28 -0.28 0.39 0.3855
```
Positions in Å, forces in eV/Å.

The calculation puts the frontier orbital gap at 5.51 eV. Its energy above the lowest of the compared OMol25 structures with the same formula, charge and spin is 8.084 eV. As for the total charge: +1. Its calculated total energy is -403.64428 a.u.

***

The highest energy above the lowest of the compared OMol25 structures with the same formula, charge and spin belongs to which entry? C31H17AlAsCl4N2O10

***

What is the calculated total energy in the second record? -6372.01624 a.u.

***

Among the records above, which one has the lowest calculated total energy? C31H17AlAsCl4N2O10

***

Which of these has the highest energy above the lowest of the compared OMol25 structures with the same formula, charge and spin? C31H17AlAsCl4N2O10